This record from the OMol25 dataset describes C38H34CdN4O5P as an isolated structure in a non-equilibrium geometry. The level of theory is wB97M-V/def2-TZVPD.

Calculated values
Frontier orbital gap in Ha: 0.2721
E_HOMO in eV: -4.77
Energy above the lowest of the compared OMol25 structures with the same formula, charge and spin in eV: 0.3513
Net charge: -1

Last column: Löwdin charge in e.
Atoms and positions in Å:
Cd (-1.22, -0.17, -0.48)  1.465
O (-2.22, -2.03, 0.23)  -0.187
C (-3.48, -2.28, 0.21)  -0.408
C (-3.90, -3.65, 0.23)  -0.047
C (-5.22, -4.02, 0.20)  -0.127
C (-6.23, -3.06, 0.15)  -0.137
C (-5.87, -1.73, 0.16)  -0.086
C (-4.53, -1.30, 0.19)  -0.171
C (-4.32, 0.13, 0.29)  -0.112
N (-3.20, 0.74, 0.16)  -0.083
N (-3.20, 2.10, 0.38)  0.044
C (-1.99, 2.54, 0.63)  -0.476
O (-0.92, 1.83, 0.68)  -0.195
C (-1.86, 4.01, 0.86)  -0.144
C (-0.59, 4.55, 1.02)  -0.023
C (-0.43, 5.91, 1.22)  -0.091
C (-1.54, 6.75, 1.27)  -0.110
C (-2.81, 6.20, 1.11)  -0.099
C (-2.97, 4.84, 0.91)  -0.041
H (-3.11, -4.39, 0.28)  0.107
H (-5.47, -5.08, 0.23)  0.095
H (-7.28, -3.34, 0.14)  0.084
H (-6.64, -0.97, 0.17)  0.102
H (-5.19, 0.74, 0.55)  0.117
H (0.26, 3.89, 0.97)  0.111
H (0.56, 6.33, 1.34)  0.096
H (-1.42, 7.81, 1.43)  0.091
H (-3.68, 6.85, 1.15)  0.093
H (-3.95, 4.41, 0.79)  0.099
O (0.30, 1.20, -2.19)  -0.027
C (1.19, 0.68, -1.50)  -0.669
O (0.99, -0.33, -0.74)  -0.178
C (2.57, 1.26, -1.49)  -0.140
C (2.96, 2.08, -2.55)  -0.025
C (4.23, 2.63, -2.59)  -0.090
C (5.11, 2.38, -1.54)  -0.093
C (4.72, 1.59, -0.47)  -0.088
C (3.45, 1.02, -0.42)  -0.283
P (2.80, 0.15, 1.08)  1.080
C (3.17, -1.62, 0.71)  -0.356
C (3.94, -2.00, -0.39)  -0.083
C (4.19, -3.34, -0.65)  -0.095
C (3.67, -4.33, 0.19)  -0.109
C (2.91, -3.95, 1.28)  -0.092
C (2.66, -2.61, 1.54)  -0.099
C (4.15, 0.54, 2.27)  -0.380
C (4.11, 1.81, 2.85)  -0.113
C (5.07, 2.21, 3.76)  -0.095
C (6.08, 1.34, 4.14)  -0.109
C (6.12, 0.06, 3.59)  -0.096
C (5.16, -0.33, 2.67)  -0.081
H (2.23, 2.26, -3.33)  0.114
H (4.52, 3.26, -3.42)  0.095
H (6.11, 2.81, -1.56)  0.095
H (5.42, 1.42, 0.33)  0.097
H (4.34, -1.25, -1.06)  0.101
H (4.79, -3.62, -1.51)  0.095
H (3.86, -5.37, -0.01)  0.092
H (2.49, -4.71, 1.94)  0.096
H (2.07, -2.33, 2.40)  0.064
H (3.31, 2.49, 2.57)  0.104
H (5.02, 3.20, 4.19)  0.096
H (6.83, 1.65, 4.86)  0.092
H (6.90, -0.63, 3.89)  0.095
H (5.21, -1.33, 2.25)  0.098
C (-1.99, -3.74, -2.66)  -0.034
N (-3.09, -2.87, -3.06)  -0.129
C (-4.36, -3.49, -3.41)  -0.042
C (-2.94, -1.54, -2.91)  -0.509
C (-4.14, -0.66, -3.16)  0.005
O (-1.86, -1.05, -2.60)  -0.059
H (-1.33, -3.95, -3.51)  0.092
H (-2.41, -4.68, -2.30)  0.084
H (-1.43, -3.27, -1.86)  0.078
H (-4.16, -4.46, -3.86)  0.088
H (-4.89, -2.89, -4.15)  0.080
H (-4.99, -3.63, -2.53)  0.080
H (-4.40, -0.66, -4.23)  0.085
H (-3.88, 0.35, -2.86)  0.085
H (-5.01, -1.00, -2.60)  0.074
N (0.04, 0.57, 2.92)  0.041
C (1.00, -0.10, 2.99)  -0.122
H (-0.39, 1.20, 2.22)  0.022